Here is C29H27N3O6S in the gas phase from OMol25. Energies are from ωB97M-V/def2-TZVPD.

- Energy above the lowest of the compared OMol25 structures with the same formula, charge and spin: 0.0 kcal/mol
- 2S+1: 1
- LUMO: 0.003 hartree
- SMILES: O=C(CNC(=O)c1ccc2ccccc2c1)OCC(=O)N1CCN(S(=O)(=O)c2ccc3ccccc3c2)CC1
- Frontier orbital gap: 8.54 eV
- Molar mass: 545.62 g mol⁻¹

CARTESIAN COORDINATES (ANGSTROEM)
O 1.9738 3.6548 -0.0952
C 0.9200 3.0803 -0.0475
C -0.2099 3.3330 -1.0328
N -1.2045 2.3017 -1.1216
C -2.4054 2.4608 -0.5058
O -2.6836 3.4696 0.1175
C -3.3366 1.3055 -0.6271
C -3.3364 0.4435 -1.7442
C -4.1871 -0.6234 -1.7857
C -5.0816 -0.8874 -0.7265
C -5.9623 -1.9887 -0.7412
C -6.8264 -2.2058 0.2957
C -6.8516 -1.3319 1.3948
C -6.0093 -0.2568 1.4409
C -5.1048 -0.0061 0.3870
C -4.2200 1.0879 0.4033
O 0.5908 2.1799 0.8909
C 1.5551 1.9224 1.9096
C 1.9546 0.4476 2.0022
O 3.1257 0.1239 1.9611
N 0.9667 -0.4482 2.1978
C -0.4483 -0.1781 2.2542
C -1.0973 -0.6256 0.9326
N -0.3420 -1.6869 0.3160
S 0.3708 -1.4624 -1.1761
O 0.4342 -2.7610 -1.7754
O -0.3998 -0.4334 -1.8292
C 2.0452 -0.8652 -0.9762
C 2.2969 0.4904 -1.2055
C 3.5615 0.9832 -1.0489
C 4.6177 0.1321 -0.6615
C 5.9277 0.6134 -0.4630
C 6.9350 -0.2359 -0.0999
C 6.6815 -1.6055 0.0774
C 5.4228 -2.1046 -0.1059
C 4.3608 -1.2532 -0.4746
C 3.0459 -1.7320 -0.6481
C 0.2864 -2.5976 1.2338
C 1.2754 -1.8668 2.1741
H 0.2341 3.5477 -2.0098
H -0.7313 4.2349 -0.6794
H -0.9593 1.4131 -1.5450
H -2.6719 0.6302 -2.5723
H -4.1864 -1.2848 -2.6396
H -5.9418 -2.6573 -1.5897
H -7.4994 -3.0504 0.2768
H -7.5441 -1.5179 2.2027
H -6.0244 0.4212 2.2821
H -4.2266 1.7695 1.2417
H 1.1386 2.2570 2.8663
H 2.4657 2.4917 1.6939
H -0.6450 0.8771 2.4241
H -0.8593 -0.7530 3.0915
H -2.1257 -0.9645 1.1090
H -1.1263 0.1965 0.2236
H 1.4775 1.1130 -1.5245
H 3.7594 2.0336 -1.2037
H 6.1168 1.6681 -0.5976
H 7.9354 0.1401 0.0554
H 7.4907 -2.2606 0.3645
H 5.2202 -3.1567 0.0339
H 2.8332 -2.7842 -0.5333
H -0.5020 -3.0858 1.8170
H 0.7887 -3.3577 0.6368
H 2.3100 -1.9624 1.8396
H 1.1990 -2.2720 3.1896

Cartesian forces, eV/Å:
O -0.1 0.1 -0.1
C 0.0 0.3 -0.2
C -0.1 0.2 0.0
N 0.2 0.0 -0.2
C 0.1 0.1 -0.1
O -0.1 0.1 0.2
C -0.5 0.0 0.3
C -0.1 -0.1 0.0
C 0.1 0.1 -0.1
C 0.0 0.2 0.2
C -0.2 -0.2 0.1
C 0.1 -0.1 -0.3
C 0.1 0.2 0.2
C -0.2 -0.1 0.1
C 0.0 -0.2 -0.3
C 0.3 0.2 -0.2
O -0.3 -0.3 0.1
C 0.7 0.2 0.2
C 0.0 0.4 0.0
O 0.2 0.1 0.1
N -0.2 -0.4 0.0
C -0.2 0.0 -0.1
C -0.4 0.4 0.0
N 0.4 0.2 -1.0
S -0.4 -0.4 0.3
O 0.3 0.0 0.2
O 0.3 0.1 0.1
C -0.6 -0.4 -0.1
C 0.2 0.4 0.0
C -0.2 -0.1 0.0
C 0.0 -0.3 0.0
C 0.2 0.0 0.0
C -0.1 0.3 -0.1
C -0.2 -0.3 0.0
C 0.2 0.0 0.0
C 0.0 0.3 -0.1
C -0.1 -0.1 0.0
C 0.2 -0.3 0.2
C 0.2 -0.1 0.1
H 0.0 0.0 0.2
H 0.2 -0.1 -0.1
H -0.1 0.1 0.1
H 0.1 0.0 -0.1
H 0.0 -0.1 -0.1
H 0.0 -0.1 -0.1
H 0.0 -0.1 0.0
H 0.0 0.0 0.1
H 0.0 0.1 0.1
H 0.0 0.1 0.1
H 0.0 0.0 -0.1
H -0.2 -0.2 0.1
H -0.1 -0.1 0.1
H 0.0 0.1 0.0
H 0.1 0.1 0.0
H -0.1 0.0 0.2
H 0.0 0.1 -0.1
H 0.0 0.1 0.0
H 0.0 0.1 0.0
H 0.1 0.1 0.0
H 0.0 -0.1 0.0
H 0.0 -0.1 0.0
H 0.0 -0.2 0.0
H 0.1 0.0 -0.1
H 0.0 -0.2 0.2
H -0.2 0.0 0.1
H 0.0 0.0 -0.1